<A>
C4H5NOS in the gas phase. Source: OMol25; level of theory: ωB97M-V/def2-TZVPD.

Values from the calculation:
Highest occupied orbital energy: -8.7 eV
Lowest unoccupied orbital energy: -0.377 eV
SMILES: C=CN(C=O)C=S

```
12
Properties=species:S:1:pos:R:3:mulliken_charge:R:1
C -1.49 0.98 0.84 -0.933
C -0.68 -0.06 0.75 0.364
C 0.67 0.68 -1.18 -0.025
C 1.05 -1.51 -0.11 0.098
H -2.28 0.91 1.59 0.223
H -1.37 1.87 0.23 0.315
H -0.71 -0.85 1.50 0.151
H 0.04 1.55 -0.95 0.074
H 0.81 -2.05 0.83 0.221
N 0.35 -0.31 -0.24 0.144
O 1.85 -1.96 -0.88 -0.442
S 1.77 0.74 -2.38 -0.190
```

<B>
A molecular structure, C4H5NOS. Source: OMol25; level of theory: ωB97M-V/def2-TZVPD.

Values from the calculation:
Highest occupied orbital energy: -8.7 eV
Lowest unoccupied orbital energy: 0.283 eV

```
12
Properties=species:S:1:pos:R:3:mulliken_charge:R:1
C 0.79 -0.38 -0.19 -0.125
C 1.03 0.86 -0.57 -0.338
C -1.84 0.10 0.01 0.617
C -0.27 -0.87 0.71 -0.893
N -1.51 1.38 -0.15 -0.270
O -2.83 -0.62 -0.16 -0.566
S 0.07 2.12 0.21 -0.066
H 1.17 -1.20 -0.75 0.268
H 1.65 1.35 -1.26 0.447
H -0.61 -1.83 0.48 0.329
H -0.12 -0.61 1.77 0.296
H -2.06 2.11 -0.69 0.302
```

Tell me which of them is the most stable. Sure, it is <A>.

<A>
C4H5NOS in the gas phase. Source: OMol25; level of theory: ωB97M-V/def2-TZVPD.

Values from the calculation:
Highest occupied orbital energy: -8.7 eV
Lowest unoccupied orbital energy: 0.685 eV
SMILES: CSc1cnoc1

```
12
Properties=species:S:1:pos:R:3:mulliken_charge:R:1
C 1.95 0.56 0.13 -0.907
C -0.39 -0.79 -0.09 0.367
C -0.88 0.69 -0.37 -0.138
C -1.52 -1.43 0.10 -0.236
H 1.76 1.42 -0.64 0.259
H 3.11 0.48 0.22 0.290
H 1.63 0.93 1.12 0.364
H -0.22 1.63 -0.26 0.279
H -1.98 -2.52 0.55 0.292
N -2.12 0.69 -0.23 -0.331
O -2.55 -0.53 -0.16 -0.121
S 1.23 -1.15 -0.37 -0.120
```

<B>
C4H5NOS in the gas phase. Source: OMol25; level of theory: ωB97M-V/def2-TZVPD.

Values from the calculation:
Highest occupied orbital energy: -7.6 eV
Lowest unoccupied orbital energy: 0.679 eV

```
12
Properties=species:S:1:pos:R:3:mulliken_charge:R:1
C 0.79 0.41 0.95 -0.233
C -0.41 -0.37 0.79 -0.298
C 0.57 2.45 -0.29 -0.227
C -0.76 -0.88 -0.58 -0.787
N 0.88 1.47 0.26 -0.104
O -3.09 0.37 0.36 -0.605
S -1.73 0.72 -0.08 0.447
H 1.48 0.19 1.79 0.342
H -0.70 -0.94 1.60 0.536
H 0.56 2.87 -1.38 0.248
H -1.32 -1.73 -0.62 0.357
H -0.12 -0.83 -1.35 0.323
```

Tell me which of them is the most stable. Sure, it is <A>.

<A>
C4H5NOS in the gas phase. Source: OMol25; level of theory: ωB97M-V/def2-TZVPD.

Values from the calculation:
Highest occupied orbital energy: -8.8 eV
Lowest unoccupied orbital energy: 0.263 eV
SMILES: O=C1C=NCSC1

```
12
Properties=species:S:1:pos:R:3:mulliken_charge:R:1
C 1.47 -0.37 0.01 -0.049
C 0.50 0.42 1.07 0.306
C -0.23 -0.35 -1.56 -0.443
C -1.05 0.38 1.14 -0.327
N 0.99 -0.61 -1.12 -0.420
O 1.08 1.05 1.92 -0.492
S -1.56 0.60 -0.62 -0.152
H 2.49 -0.68 0.31 0.376
H -1.63 1.14 1.83 0.301
H -0.07 0.32 -2.41 0.321
H -0.70 -1.21 -1.96 0.342
H -1.28 -0.68 1.39 0.237
```

<B>
C4H5NOS in the gas phase. Source: OMol25; level of theory: ωB97M-V/def2-TZVPD.

Values from the calculation:
Highest occupied orbital energy: -9.3 eV
Lowest unoccupied orbital energy: 0.607 eV
SMILES: C1=NOC[C@H]2S[C@@H]12

```
12
Properties=species:S:1:pos:R:3:mulliken_charge:R:1
C -0.72 -1.34 0.35 -0.493
C -0.75 1.36 0.26 -0.238
C 0.55 0.78 0.70 -0.248
C 0.61 -0.70 0.72 -0.226
H -1.32 -1.42 1.26 0.283
H -0.64 -2.34 -0.06 0.359
H -0.92 2.41 0.42 0.394
H 1.07 1.34 1.45 0.457
H 1.14 -1.20 1.54 0.434
N -1.68 0.73 -0.35 -0.420
O -1.44 -0.61 -0.63 -0.199
S 1.61 0.02 -0.58 -0.103
```

Tell me which of them is the most stable. Sure, it is <A>.

<A>
A molecular structure, C38H57As2CsN6S3Si2. Source: OMol25; level of theory: ωB97M-V/def2-TZVPD.

Values from the calculation:
Total charge: -2
Highest occupied orbital energy: 0.1 eV
Lowest unoccupied orbital energy: 3.294 eV

```
109
Properties=species:S:1:pos:R:3:mulliken_charge:R:1
Cs 0.03 -0.22 0.85 0.264
C 1.25 -1.21 -3.96 -1.881
C 0.40 -0.32 -3.08 0.880
N -0.63 -0.74 -2.46 0.059
N -0.97 -2.04 -2.62 -0.312
C -1.90 -2.60 -1.80 0.188
N -1.88 -3.96 -1.85 -0.453
S -2.94 -1.78 -0.80 -0.374
C 0.79 1.09 -2.82 0.494
C 1.53 1.85 -3.72 -0.944
C 1.92 3.13 -3.38 -0.690
C 1.57 3.63 -2.13 -0.466
C 0.82 2.81 -1.30 -0.715
N 0.43 1.59 -1.63 0.615
H 1.62 -2.05 -3.36 0.247
H 2.11 -0.68 -4.35 0.505
H 0.67 -1.61 -4.79 0.337
H -0.24 -2.67 -2.92 0.431
H -0.94 -4.36 -1.91 0.195
H -2.45 -4.38 -1.13 0.297
H 1.81 1.44 -4.69 0.502
H 2.50 3.73 -4.07 0.407
H 1.89 4.60 -1.78 0.520
H 0.55 3.14 -0.30 0.410
S 2.85 1.16 2.09 -0.318
C 3.02 2.87 1.89 0.256
C 4.19 3.44 1.34 -0.658
C 4.33 4.80 1.18 -0.468
C 3.32 5.68 1.57 -0.795
C 2.16 5.14 2.12 -0.262
C 2.00 3.77 2.29 0.049
As 0.33 2.95 2.89 0.476
C 0.75 2.51 4.74 0.261
C 1.88 2.99 5.39 0.153
C 2.11 2.66 6.72 -0.642
C 1.21 1.84 7.40 -0.395
C 0.10 1.35 6.74 -0.603
C -0.14 1.68 5.41 -0.642
C -0.67 4.62 3.23 -0.555
C -0.56 5.39 4.38 0.267
C -1.30 6.56 4.53 -0.665
C -2.17 6.97 3.53 -0.378
C -2.30 6.20 2.38 -0.722
C -1.56 5.03 2.24 -0.325
H 4.98 2.77 1.03 0.397
H 5.25 5.20 0.75 0.310
H 3.43 6.75 1.46 0.332
H 1.37 5.82 2.43 0.276
H 2.59 3.60 4.85 0.360
H 3.00 3.02 7.22 0.367
H 1.40 1.58 8.43 0.346
H -0.59 0.68 7.25 0.415
H -0.98 1.24 4.89 0.224
H 0.11 5.09 5.17 0.357
H -1.21 7.15 5.43 0.376
H -2.75 7.87 3.64 0.351
H -2.99 6.49 1.60 0.385
H -1.68 4.42 1.35 0.524
C 4.17 -1.87 -1.36 -0.808
Si 3.58 -3.45 -0.51 -0.053
C 4.21 -3.35 1.26 -1.010
C 4.54 -4.87 -1.33 -1.129
As 1.29 -3.57 -0.77 0.029
Si 0.81 -5.05 0.96 0.197
C -0.96 -5.71 0.81 -1.212
C 0.91 -4.32 2.69 -0.741
C 1.91 -6.60 0.95 -1.059
H 5.26 -1.84 -1.44 0.386
H 3.85 -0.99 -0.79 0.138
H 3.75 -1.79 -2.37 0.126
H 5.29 -3.16 1.26 0.359
H 4.04 -4.28 1.81 0.286
H 3.73 -2.53 1.80 0.251
H 5.62 -4.74 -1.21 0.317
H 4.31 -4.90 -2.40 0.276
H 4.25 -5.83 -0.90 0.277
H -1.67 -4.89 0.97 0.235
H -1.13 -6.46 1.58 0.395
H -1.14 -6.18 -0.16 0.334
H 0.31 -3.42 2.80 0.209
H 1.94 -4.10 2.97 0.252
H 0.51 -5.04 3.41 0.279
H 1.85 -7.11 -0.01 0.264
H 1.61 -7.29 1.74 0.352
H 2.96 -6.34 1.12 0.233
C -6.68 -0.14 -3.32 -1.053
C -5.90 -0.12 -2.02 -0.489
N -4.74 0.75 -2.08 0.290
C -4.79 2.07 -1.89 0.067
S -6.21 2.94 -1.59 -0.448
N -3.59 2.73 -1.95 -0.078
C -2.57 2.40 -2.95 0.506
C -3.07 2.58 -4.38 -1.308
H -7.55 -0.80 -3.23 0.382
H -6.06 -0.51 -4.14 0.276
H -7.04 0.86 -3.57 0.271
H -5.53 -1.12 -1.78 0.184
H -6.54 0.21 -1.20 0.377
H -3.83 0.31 -1.95 -0.102
H -3.78 3.71 -1.80 0.274
H -2.18 1.39 -2.80 -0.565
H -1.72 3.05 -2.75 0.384
H -3.91 1.91 -4.58 0.263
H -2.27 2.34 -5.08 0.427
H -3.39 3.60 -4.55 0.324
C -1.79 -1.08 3.51 -0.470
H -2.48 -0.59 4.20 0.108
H -2.16 -1.00 2.48 -0.169
H -0.75 -0.77 3.64 -0.203
```

<B>
A molecular structure, C38H57As2CsN6S3Si2. Source: OMol25; level of theory: ωB97M-V/def2-TZVPD.

Values from the calculation:
Total charge: -2
Highest occupied orbital energy (alpha / beta): 0.9 / 0.9 eV
Lowest unoccupied orbital energy (alpha / beta): 3.653 / 3.653 eV

```
109
Properties=species:S:1:pos:R:3:mulliken_charge:R:1
Cs 0.82 2.02 0.32 1.077
C 2.20 3.41 5.21 -1.863
C 2.10 2.47 4.05 0.906
N 0.90 2.39 3.32 -0.078
N -0.14 3.01 3.87 -0.264
C -1.38 3.01 3.42 -0.256
N -2.26 3.88 4.14 -0.777
S -1.94 2.10 2.07 -0.420
C 3.16 1.71 3.61 0.335
C 4.43 1.60 4.33 -1.280
C 5.41 0.77 3.90 -0.264
C 5.23 -0.01 2.72 -1.027
C 4.02 0.17 2.07 -0.337
N 3.03 0.96 2.43 0.309
H 1.80 4.40 4.96 0.385
H 1.66 3.08 6.11 0.255
H 3.24 3.57 5.50 0.369
H -0.04 3.57 4.71 0.393
H -2.19 4.82 3.76 0.167
H -3.20 3.57 3.94 0.295
H 4.58 2.15 5.25 0.138
H 6.33 0.69 4.47 0.338
H 5.98 -0.69 2.34 0.392
H 3.85 -0.39 1.14 0.335
S 0.95 3.12 -2.76 -0.300
C -0.41 4.03 -3.36 0.100
C -0.23 5.23 -4.07 -0.592
C -1.30 5.97 -4.53 -0.467
C -2.61 5.55 -4.31 -0.756
C -2.81 4.36 -3.62 -0.166
C -1.74 3.60 -3.16 -0.116
As -1.93 1.95 -2.15 0.530
C -3.89 1.84 -1.99 -0.325
C -4.41 2.02 -0.71 -0.566
C -5.78 1.96 -0.49 -0.602
C -6.65 1.71 -1.55 -0.408
C -6.14 1.52 -2.83 -0.666
C -4.77 1.59 -3.04 0.238
C -1.81 0.70 -3.66 0.150
C -2.29 -0.60 -3.50 -0.522
C -2.25 -1.51 -4.54 -0.697
C -1.69 -1.16 -5.76 -0.564
C -1.19 0.12 -5.93 -0.502
C -1.25 1.05 -4.89 -0.173
H 0.78 5.57 -4.24 0.374
H -1.12 6.90 -5.07 0.318
H -3.45 6.13 -4.66 0.371
H -3.82 4.02 -3.43 0.338
H -3.75 2.21 0.13 0.083
H -6.17 2.09 0.51 0.418
H -7.72 1.65 -1.38 0.351
H -6.81 1.33 -3.66 0.371
H -4.38 1.45 -4.05 0.506
H -2.72 -0.89 -2.55 0.456
H -2.66 -2.51 -4.40 0.572
H -1.65 -1.87 -6.57 0.348
H -0.74 0.41 -6.87 0.398
H -0.84 2.04 -5.03 0.397
C 1.41 -4.53 0.44 -0.611
Si 1.02 -4.23 2.26 0.317
C 2.59 -3.55 3.03 -0.710
C 0.61 -5.88 3.07 -1.063
As -0.86 -2.83 2.33 -0.044
Si -0.55 -1.80 4.44 0.351
C -2.08 -0.78 4.79 -0.881
C 0.96 -0.73 4.55 0.108
C -0.48 -3.23 5.68 -1.117
H 2.07 -5.39 0.33 0.418
H 1.93 -3.66 0.04 -0.167
H 0.50 -4.71 -0.15 0.274
H 3.42 -4.23 2.79 0.448
H 2.52 -3.47 4.11 0.307
H 2.85 -2.57 2.63 -0.077
H 1.45 -6.57 2.99 0.328
H -0.26 -6.35 2.59 0.296
H 0.37 -5.75 4.13 0.247
H -2.23 -0.03 4.01 0.081
H -1.96 -0.26 5.74 0.312
H -2.98 -1.41 4.85 0.302
H 0.88 0.14 3.88 -0.746
H 1.90 -1.23 4.32 0.293
H 1.03 -0.32 5.56 0.473
H -1.27 -3.96 5.51 0.284
H -0.60 -2.83 6.70 0.391
H 0.48 -3.75 5.64 0.254
C 0.23 -4.07 -3.67 -1.583
C 0.73 -2.91 -2.85 1.876
N 2.19 -2.94 -2.81 -0.156
C 2.98 -1.92 -2.36 -0.396
S 4.33 -2.25 -1.41 -0.353
N 2.67 -0.67 -2.74 0.143
C 1.97 -0.30 -3.98 0.301
C 2.84 0.62 -4.82 -1.571
H -0.86 -4.06 -3.73 0.298
H 0.53 -5.02 -3.23 0.414
H 0.63 -4.03 -4.69 0.375
H 0.34 -2.98 -1.83 -0.754
H 0.38 -1.96 -3.25 -0.661
H 2.55 -3.81 -2.45 0.439
H 3.30 0.02 -2.37 0.322
H 1.03 0.21 -3.73 -0.060
H 1.74 -1.21 -4.52 0.273
H 2.96 1.58 -4.33 0.305
H 2.36 0.80 -5.78 0.330
H 3.82 0.17 -5.00 0.440
C -0.05 -1.49 1.11 -0.225
H -0.12 -1.88 0.10 -0.340
H 0.99 -1.27 1.36 0.183
H -0.62 -0.56 1.17 0.310
```

Tell me which of them is the most stable. Sure, it is <B>.